(1)
{"formula": "C17H24N2O5S2", "method": "wB97M-V/def2-TZVPD", "total_energy_ev": -52889.4652, "homo_energy_ev": -8.75, "relative_energy_kcal_mol": 416.9, "total_charge": 0, "gap_ev": 9.156, "elements": ["C", "C", "H", "H", "O", "C", "O", "C", "H", "H", "S", "C", "C", "O", "N", "C", "C", "C", "C", "C", "C", "H", "H", "S", "O", "O", "N", "C", "C", "C", "C", "C", "H", "H", "H", "H", "H", "H", "H", "H", "H", "H", "H", "H", "H", "H", "H", "H", "H", "H"], "positions_angstrom": [[9.134008, 1.507319, 1.271187], [8.900090, 0.086345, 0.725722], [9.568480, -0.548311, 1.162933], [8.863221, -0.007850, -0.388123], [7.456138, -0.462350, 0.990757], [6.359061, 0.022143, 0.433441], [6.432897, 0.615725, -0.469011], [5.080488, -0.374040, 0.814130], [4.296868, 0.418763, 0.857301], [5.277335, -0.881287, 1.911724], [4.444738, -1.518925, -0.148359], [3.718925, -0.578600, -1.609411], [2.570978, -0.221080, -1.101707], [2.525710, 1.199484, -0.582532], [1.500390, -0.938961, -1.062732], [0.152931, -0.762455, -0.308175], [-0.185386, 0.337910, 0.099214], [-1.546999, 0.563781, 0.617218], [-2.246258, -0.370927, 0.476246], [-1.952528, -1.655789, 0.179987], [-0.684077, -1.835904, -0.513335], [-0.407568, -2.690497, -0.635509], [-2.608565, -2.424404, 0.146628], [-4.086449, -0.295863, 1.331653], [-4.194994, 1.127092, 1.501406], [-4.229445, -1.469143, 1.959662], [-4.856615, -0.714933, -0.283640], [-6.131847, -0.994634, -0.198299], [-7.313697, -0.205965, 0.419710], [-7.246307, 0.991306, -0.563727], [-5.889877, 1.792472, -0.748937], [-4.888175, 0.623027, -1.249420], [-3.820292, 1.111099, -1.050425], [-5.066425, 0.191643, -2.173733], [-5.662886, 1.993110, 0.291612], [-5.857008, 2.715212, -1.368753], [-7.992614, 1.760773, -0.459687], [-7.577672, 0.716920, -1.367631], [-6.989254, 0.209403, 1.330090], [-8.320157, -0.538883, 0.443790], [-5.975018, -2.054276, 0.702199], [-6.570141, -1.488663, -0.911088], [-1.972172, 1.511210, 0.958225], [0.393472, 1.207400, 0.066668], [1.610237, -1.810933, -1.290576], [4.724247, 0.018249, -1.763586], [3.733909, -1.441643, -2.314146], [9.106098, 1.442753, 2.303612], [10.134800, 1.834883, 0.809851], [8.287407, 2.288293, 0.757587]], "forces_ev_per_angstrom": [[-1.489, 1.301, -5.201], [-4.511, 1.985, -2.866], [1.205, -2.208, 1.144], [0.852, 0.455, 0.904], [2.531, -1.102, 3.663], [2.635, -5.669, 8.312], [1.493, 10.302, -14.402], [-1.609, 0.230, 8.265], [0.966, 0.227, 0.397], [-1.320, 1.046, -2.295], [-1.866, -5.154, -2.607], [9.849, -3.699, -2.565], [-5.717, 12.498, 5.003], [0.320, -7.153, -2.187], [-3.813, 4.143, 2.902], [6.097, -7.185, -6.368], [-4.525, 10.013, 4.623], [9.859, 10.992, 0.028], [-12.970, -10.644, 2.559], [5.280, -0.425, -4.297], [-6.670, 8.391, 5.602], [3.292, -9.793, -2.296], [-2.127, -2.150, 0.320], [4.961, 5.995, -11.574], [-1.110, -0.191, 2.477], [-1.756, -6.319, 6.313], [3.854, 6.650, -1.057], [-4.328, -6.171, 9.315], [3.453, 3.588, -2.067], [1.943, 5.205, 6.775], [-0.387, -3.978, 0.335], [3.464, 2.400, 4.974], [-1.927, -1.378, -1.327], [-0.202, -0.345, -1.960], [0.659, 0.645, -0.270], [-0.365, -0.939, 0.228], [-0.664, 0.574, 1.358], [-2.849, -3.813, -9.431], [-0.011, 0.148, 1.778], [-0.456, -1.183, -0.053], [-1.145, 2.197, -2.364], [-1.548, -2.786, -4.952], [0.796, 0.002, -0.027], [1.367, 0.735, -0.076], [0.696, -6.157, -1.818], [-3.001, 0.006, -0.249], [-0.294, 0.735, 0.072], [0.065, 0.533, 2.023], [-1.318, -0.367, 1.123], [2.341, -2.191, 1.811]]}


(2)
{"formula": "C28H29NO6", "method": "wB97M-V/def2-TZVPD", "total_energy_ev": -43281.2956, "homo_energy_ev": -8.08, "smiles": "COC(=O)c1ccc([C@@H]2[C@@H](Oc3ccccc3C)C(=O)N2CCc2ccc(OC)c(OC)c2)cc1", "relative_energy_kcal_mol": 3.8, "total_charge": 0, "gap_ev": 8.483, "elements": ["C", "H", "H", "H", "O", "C", "O", "C", "C", "C", "C", "C", "C", "H", "H", "C", "N", "C", "O", "C", "O", "C", "C", "C", "C", "C", "C", "C", "H", "H", "H", "H", "H", "H", "H", "H", "C", "H", "H", "C", "C", "C", "C", "C", "C", "C", "H", "H", "O", "C", "H", "H", "H", "O", "C", "H", "H", "H", "H", "H", "H", "H", "H", "H"], "positions_angstrom": [[-6.435276, -3.058470, -0.520734], [-6.636192, -4.086033, -0.229145], [-6.937754, -2.362261, 0.154348], [-6.784829, -2.872238, -1.538333], [-5.027851, -2.891529, -0.444379], [-4.559183, -1.692137, -0.813913], [-5.273559, -0.789567, -1.184814], [-3.088010, -1.588103, -0.696171], [-2.439077, -0.546803, -1.355910], [-1.082415, -0.362919, -1.193406], [-0.352605, -1.208151, -0.363864], [-0.993347, -2.283050, 0.245852], [-2.350964, -2.472766, 0.086720], [-2.852283, -3.291278, 0.579100], [-0.422297, -2.965657, 0.858203], [1.094629, -0.939730, -0.123187], [1.621865, -1.361611, 1.168229], [2.594882, -2.159610, 0.690436], [3.439155, -2.818337, 1.240087], [2.146380, -1.907091, -0.769906], [3.031106, -1.403644, -1.716670], [3.914952, -0.416427, -1.274900], [3.530464, 0.917240, -1.307269], [4.402790, 1.903929, -0.883004], [5.666656, 1.556798, -0.440739], [6.062742, 0.231472, -0.456496], [5.205159, -0.776624, -0.877570], [5.646037, -2.204036, -0.919922], [5.236172, -2.745624, -0.067395], [5.277201, -2.682481, -1.824874], [6.730128, -2.273326, -0.888021], [7.061003, -0.032707, -0.138484], [6.351101, 2.320254, -0.101657], [4.093670, 2.938309, -0.904556], [2.556166, 1.184561, -1.689520], [1.685178, -2.788810, -1.222306], [1.223540, -1.035225, 2.509581], [1.976086, -1.481009, 3.165158], [0.250130, -1.490184, 2.727368], [1.138766, 0.478328, 2.743667], [0.005975, 1.103313, 1.975220], [0.250639, 2.051670, 0.995630], [-0.764892, 2.618137, 0.232840], [-2.095497, 2.220014, 0.464484], [-2.337599, 1.291534, 1.469249], [-1.310098, 0.740310, 2.212717], [-1.548316, 0.022136, 2.982807], [-3.348211, 0.973729, 1.667509], [-3.081902, 2.758846, -0.316114], [-4.422186, 2.393249, -0.078084], [-4.599324, 1.333148, -0.280171], [-4.728809, 2.633643, 0.944589], [-5.008004, 2.989922, -0.775950], [-0.318582, 3.494388, -0.714380], [-1.205261, 4.368768, -1.377226], [-1.869299, 3.834754, -2.059357], [-0.564952, 5.043911, -1.945364], [-1.804223, 4.945946, -0.669846], [1.258526, 2.381324, 0.789701], [2.084528, 0.940096, 2.455904], [0.989289, 0.641947, 3.813516], [1.318861, 0.107934, -0.331947], [-0.583848, 0.451956, -1.695335], [-3.017145, 0.115863, -1.981974]], "forces_ev_per_angstrom": [[-0.411, 0.134, -0.074], [0.027, 0.052, -0.008], [0.017, -0.079, -0.058], [0.007, -0.038, 0.101], [0.391, -0.079, 0.042], [-0.209, 0.141, -0.032], [-0.012, -0.133, -0.037], [0.285, 0.046, -0.005], [-0.233, -0.187, 0.017], [0.120, -0.181, 0.053], [-0.196, 0.000, -0.037], [0.082, 0.076, -0.041], [-0.144, 0.020, -0.087], [-0.024, -0.075, 0.035], [0.049, -0.051, 0.127], [0.147, 0.171, -0.318], [-0.406, 0.225, 0.079], [0.452, -0.296, -0.154], [0.114, -0.131, 0.186], [-0.350, -0.090, 0.055], [0.505, 0.296, -0.137], [0.045, 0.094, 0.066], [-0.120, -0.141, -0.085], [-0.009, 0.052, 0.040], [0.058, 0.087, 0.028], [-0.077, 0.048, -0.004], [-0.198, -0.126, -0.082], [-0.044, -0.108, 0.062], [0.023, -0.069, -0.050], [0.043, -0.092, -0.040], [0.081, 0.004, -0.038], [0.094, -0.052, 0.015], [0.061, 0.062, 0.017], [-0.028, 0.087, -0.014], [-0.093, -0.012, -0.039], [-0.019, 0.083, 0.112], [0.105, 0.114, 0.284], [-0.112, -0.020, -0.023], [0.095, -0.013, 0.050], [-0.046, -0.261, -0.017], [-0.032, 0.170, 0.007], [-0.261, 0.071, -0.009], [0.017, -0.006, 0.101], [0.016, 0.181, -0.006], [-0.121, 0.091, -0.036], [0.068, 0.044, -0.020], [-0.036, -0.118, 0.089], [-0.134, -0.008, -0.019], [0.518, -0.013, -0.034], [-0.260, -0.111, 0.052], [0.016, 0.049, 0.029], [0.022, 0.006, -0.014], [-0.023, -0.066, 0.063], [0.069, -0.389, 0.144], [-0.199, 0.358, -0.307], [0.067, 0.092, 0.065], [-0.062, -0.020, 0.040], [0.024, -0.028, -0.042], [0.153, 0.034, -0.046], [0.035, 0.005, 0.062], [0.069, 0.018, 0.014], [-0.023, -0.160, -0.058], [0.066, 0.150, -0.036], [-0.060, 0.093, -0.030]]}


(3)
{"formula": "C3H8OSi", "method": "wB97M-V/def2-TZVPD", "total_energy_ev": -13164.2882, "homo_energy_ev": -8.75, "smiles": "C[SiH](C)C=O", "relative_energy_kcal_mol": 40.1, "total_charge": 0, "gap_ev": 9.408, "elements": ["C", "C", "C", "O", "Si", "H", "H", "H", "H", "H", "H", "H", "H"], "positions_angstrom": [[2.198020, 0.306975, 0.027031], [-0.015695, -1.393717, -0.845943], [-0.550902, 1.537102, 0.431149], [2.975084, -0.509606, -0.402532], [0.318459, -0.118852, 0.652947], [2.358813, 1.335517, 0.113945], [0.956068, -1.889631, -0.960965], [-0.712388, -2.229763, -0.397015], [-0.313697, -1.114570, -1.895250], [0.090450, 2.204044, -0.203911], [-1.651423, 1.622641, 0.049719], [-0.534659, 2.112771, 1.303184], [0.396024, -0.818077, 1.918389]], "forces_ev_per_angstrom": [[-2.078, -2.484, 1.160], [-1.039, -1.230, 1.597], [-1.195, 0.415, -1.622], [0.045, 0.530, -0.036], [0.936, -0.513, -3.922], [1.352, 2.355, -0.324], [-0.053, 0.055, 0.131], [1.024, 1.525, -1.245], [-0.074, 0.162, 1.396], [-0.523, -0.875, -0.088], [2.096, -0.579, 0.520], [-0.175, 0.717, 1.882], [-0.316, -0.079, 0.550]]}